The following is a quantum chemistry calculation of a structure of composition C31H48BCl20F8NO8S2 at a distorted geometry, from OMol25.

Values from the calculation:
LUMO: -1.70 eV
E: -12690.489965 Eh
spin multiplicity: 1
E_HOMO: -9.12 eV

The geometry in XYZ format:
```
119
Properties=species:S:1:pos:R:3:forces:R:3:lowdin_charge:R:1
Cl -8.7674 -1.2794 7.3874 0.0 0.2 0.3 0.593
Cl -9.6728 -3.3898 3.4321 0.0 0.0 0.0 0.549
Cl 2.9391 -1.0750 -6.7098 0.1 0.1 -0.1 0.593
Cl -8.8197 -5.6024 5.8869 0.0 0.0 0.0 0.556
Cl 1.6190 8.0756 -5.1636 -0.1 0.3 -0.4 0.629
Cl 2.8868 5.1269 -1.7814 0.0 0.0 0.1 0.582
Cl 9.7266 -2.3439 7.6814 0.0 0.0 0.0 0.533
Cl 3.9513 -3.2999 5.6400 0.1 0.0 0.0 0.543
Cl 3.6558 0.1731 -2.2877 3.4 4.0 1.0 0.780
Cl 7.2191 3.7665 -0.9977 0.0 0.0 0.0 0.584
Cl 2.9791 -6.5522 5.9894 0.0 0.0 0.0 0.542
Cl -3.2834 4.8350 -4.9486 0.1 0.0 0.0 0.543
Cl 5.2583 1.9074 -4.7504 0.0 -0.1 -0.1 0.531
Cl 1.0635 -3.4300 -8.3117 0.0 0.0 0.0 0.537
Cl 6.3568 5.9523 -3.4718 0.0 0.0 0.0 0.555
Cl 1.0092 4.2520 -4.4909 0.0 -0.1 0.0 0.557
Cl -2.0501 3.9169 -1.9050 -0.4 -0.3 0.1 0.610
Cl 8.5067 -1.3957 4.6386 0.0 0.0 0.0 0.537
Cl -7.6086 -1.6793 10.5715 0.0 0.0 0.0 0.542
Cl 4.6251 7.2855 -6.5735 0.0 0.0 0.0 0.540
S -2.2180 -4.3567 -1.7824 -2.6 -4.7 0.1 0.873
S -3.4700 -1.0907 2.0623 -7.6 -0.9 -1.2 0.909
F -4.3106 -3.2030 4.6822 2.9 -1.4 -0.8 0.111
F -1.1828 -0.6050 3.3045 -2.5 -1.7 0.4 0.049
F -0.9653 -2.8049 4.8880 -2.1 0.2 -2.3 0.072
F -2.9387 -0.6997 4.7336 1.0 -2.1 -3.0 0.087
F -1.3077 -3.4644 2.7446 -1.5 2.0 2.1 0.115
F -2.6277 -4.5741 5.4658 -1.4 2.1 -2.6 0.090
F -3.3296 -4.8097 3.3371 0.1 2.7 2.5 0.104
F -0.6449 -4.9642 -1.5922 -2.6 1.4 -0.4 -0.204
O -2.0537 -2.4339 0.0589 -1.3 2.4 0.3 -0.020
O -3.0382 -5.0738 -0.7371 2.8 2.6 -2.7 -0.288
O -1.9120 -0.0676 0.1056 -2.0 -4.1 1.6 0.140
O -4.3176 0.1411 2.1124 3.9 -2.1 0.2 -0.259
O -4.4008 -2.2730 1.8988 3.6 2.0 1.0 -0.307
O -2.6519 -4.6026 -3.1879 2.1 1.4 3.6 -0.266
O -5.5088 -1.5739 -0.8273 1.3 -2.0 -1.2 0.102
O -5.3202 -3.5311 -2.3280 1.3 1.3 1.9 0.094
N 1.8217 -1.1766 -1.5287 -5.6 -3.2 -3.7 -0.065
C -0.6386 -2.0860 -2.0573 1.9 0.7 -1.4 -0.119
C 4.5039 2.5810 -3.2822 -0.1 0.2 0.3 -0.708
C 3.5193 -2.3027 -7.8620 0.1 -0.2 -0.2 -0.642
C -3.1078 -3.8345 4.3427 -0.7 -2.8 0.2 -0.315
C -1.9441 -2.8478 3.8378 1.7 -1.1 1.2 -0.217
C 2.0149 -5.1014 6.3578 -0.1 0.1 0.0 -0.667
C 1.7372 6.1613 -2.6649 -0.1 0.1 -0.2 -0.688
C 4.6351 1.6522 -2.0933 0.4 0.1 0.1 -0.606
C 0.5002 -1.5739 -1.2008 -0.7 -0.4 0.0 -0.052
C 8.3174 4.8056 -1.9388 0.2 0.1 -0.1 -0.646
C -3.2479 -1.7764 -2.1281 -0.6 0.2 -1.0 -0.012
C -7.8652 -2.9567 9.3577 0.0 -0.2 -0.1 -0.658
C 0.9608 -1.7882 -3.9931 -1.8 -0.3 2.7 -0.022
C -7.5739 -2.4760 7.9507 0.2 -0.1 0.1 -0.641
C -2.3936 -1.3339 3.5823 2.5 2.3 1.5 -0.313
C 0.5505 5.3776 -3.1885 0.1 0.2 0.3 -0.706
C 2.5026 -2.5946 -8.9466 0.2 0.1 -0.1 -0.665
C -8.3632 -3.2114 4.6261 0.1 0.0 0.2 -0.687
C -4.2167 4.5408 -3.4604 -0.1 0.0 0.1 -0.661
C 1.9598 -1.3387 -2.9413 -1.1 -1.6 -1.5 -0.259
C 2.3128 -3.9592 5.4079 -0.3 0.0 0.0 -0.672
C 3.4430 8.4769 -7.1687 -0.1 0.1 -0.1 -0.661
C 8.3067 -1.3151 7.3704 -0.2 0.1 0.0 -0.670
C -2.3376 -1.1414 0.5420 2.9 2.4 -1.9 -0.388
C 7.5655 -1.7259 6.1142 -0.2 0.0 0.2 -0.682
C -0.4588 -2.2007 -3.5803 3.6 1.6 3.0 0.032
C -7.7204 -4.5400 4.9726 0.2 0.1 -0.3 -0.676
C 2.7136 9.1751 -6.0390 0.1 0.3 -0.2 -0.634
C 7.6821 6.1339 -2.2961 0.2 0.1 0.1 -0.651
C -3.4584 4.9609 -2.2181 -0.2 0.1 0.0 -0.637
C -2.0367 -2.5108 -1.3861 1.6 1.3 -2.2 -0.378
B -4.7295 -2.3486 -1.7610 -1.8 0.1 0.8 -0.518
H -6.8438 -4.3748 5.6024 -0.1 0.0 -0.1 0.051
H -5.1385 5.1198 -3.5450 0.1 0.0 0.1 0.072
H 1.6143 -3.1388 5.5842 0.1 -0.1 0.1 0.058
H 2.2175 -4.2687 4.3657 0.1 0.0 0.1 0.072
H -4.4810 3.4825 -3.4300 0.1 0.1 0.0 0.068
H 4.2782 2.1529 -1.1903 0.0 0.0 -0.1 0.066
H -6.5825 -2.0252 7.8778 -0.2 0.0 0.1 0.077
H 8.6239 4.2551 -2.8300 -0.2 0.1 0.1 0.073
H 2.2791 6.6580 -3.4730 0.0 -0.4 0.4 -0.029
H -3.2562 -0.6309 -1.9798 0.5 -1.9 0.1 0.149
H 0.2601 -1.4879 -0.0762 0.5 -0.2 -2.0 0.121
H 0.9648 -5.3890 6.2730 0.1 0.1 -0.1 0.068
H 5.6723 1.3545 -1.9281 -0.1 0.1 -0.1 0.048
H 8.6449 -0.2789 7.3154 0.0 -0.2 -0.1 0.068
H -7.3986 -5.0756 4.0777 -0.1 0.0 0.1 0.072
H 2.0970 9.9826 -6.4391 0.0 -0.1 0.0 0.073
H 4.4351 -1.9099 -8.3082 -0.1 0.0 0.0 0.074
H 3.7743 -3.2019 -7.2986 -0.1 0.1 0.0 0.073
H 3.4100 9.6049 -5.3170 -0.1 -0.2 -0.1 0.073
H -5.5816 -4.0924 -1.5609 0.0 0.3 -1.0 0.117
H -0.1901 6.0623 -3.6085 0.1 0.0 0.0 0.057
H -7.1931 -3.7778 9.6150 0.0 0.1 -0.1 0.075
H 2.7495 7.9615 -7.8356 0.1 0.0 0.2 0.071
H -1.2625 -2.5612 -4.2941 1.3 0.5 1.1 0.110
H 2.9429 -3.2503 -9.7004 0.0 0.0 0.1 0.072
H -6.2198 -2.1586 -0.4886 0.3 0.8 -0.3 0.112
H -3.1316 -1.9158 -3.2698 0.1 0.0 1.9 0.134
H 1.3968 6.9269 -1.9643 0.0 -0.1 0.0 0.076
H 9.2022 4.9723 -1.3212 -0.1 0.0 0.0 0.072
H 0.0694 4.8010 -2.3973 0.3 0.2 -0.3 -0.029
H 3.4583 2.7973 -3.5076 0.1 -0.1 0.0 0.020
H -7.6195 -2.5453 4.1831 0.0 -0.1 0.0 0.077
H 7.6493 -1.4125 8.2367 0.0 -0.1 -0.1 0.071
H 1.2663 -1.8204 -5.0922 -0.4 0.0 2.0 0.018
H -3.1062 5.9915 -2.2925 0.0 -0.2 -0.1 0.071
H 4.0001 9.2083 -7.7575 -0.1 0.0 0.1 0.072
H 2.1721 -1.6805 -9.4429 0.0 -0.1 0.2 0.069
H 8.4254 6.7881 -2.7564 0.0 -0.1 0.0 0.072
H 7.2848 6.6387 -1.4138 0.0 -0.2 -0.1 0.070
H -4.1081 4.8868 -1.3438 0.0 -0.1 -0.1 0.073
H -7.6174 -3.3167 7.2573 -0.1 0.0 0.2 0.021
H 5.0088 3.5252 -3.0726 0.0 -0.2 0.0 -0.018
H -8.8915 -3.3148 9.4543 0.1 0.1 -0.1 0.073
H 6.6363 -1.1584 6.0300 0.1 0.0 0.1 0.064
H -8.7773 -2.7187 5.5110 0.0 -0.3 -0.4 -0.025
H 2.2076 -4.8210 7.3948 0.1 0.0 -0.2 0.069
H 3.0397 -1.0780 -3.3583 -3.3 -1.8 0.2 -0.010
H 7.3154 -2.7882 6.1253 0.1 0.1 0.0 0.062
```
Positions in Å, forces in eV/Å.